# 1
Below is a molecular structure, C2H4CoF3NO4S, with properties calculated with the ωB97M-V functional and the def2-TZVPD basis.

Each line ends with the Mulliken charge.
Element x y z (Å)
1 O -1.8403 0.0733 1.1284  -0.598
2 C -2.9031 -0.8227 1.2792  -0.544
3 Co -1.4435 1.3059 -0.0661  0.949
4 H -2.8205 -1.6525 0.5559  0.301
5 H -2.9091 -1.2592 2.2922  0.241
6 H -3.8743 -0.3282 1.1115  0.229
7 O 0.5481 0.4763 1.0488  -0.450
8 H -0.3460 0.2181 1.8194  0.574
9 N 0.4379 1.3356 -0.0688  0.098
10 S 1.4137 1.0358 -1.2892  1.162
11 O 0.7683 0.7265 -2.5693  -0.559
12 O 2.4364 2.0852 -1.3457  -0.533
13 C 2.4487 -0.5103 -1.0228  0.679
14 F 3.6158 -0.1986 -0.4831  -0.183
15 F 2.6658 -1.1338 -2.1738  -0.180
16 F 1.8021 -1.3514 -0.2166  -0.186

Properties
LUMO level (alpha / beta) = -5.98 / -8.05 eV
Frontier orbital gap (alpha / beta) = 9.53 / 7.62 eV
HOMO energy (alpha / beta) = -15.503 / -15.673 eV
2S+1 = 5
Expectation value of S² = 6.01
Charge = +1

=====

# 2
Below is a molecular structure, C4H4Br12, with properties calculated with the ωB97M-V functional and the def2-TZVPD basis.

Each line ends with the Mulliken charge.
Element x y z (Å)
1 C 0.3313 2.6092 2.3022  0.967
2 Br 2.0931 2.2838 2.9216  -0.015
3 Br 0.3741 3.7546 0.8902  0.006
4 Br -0.9697 2.9791 3.5816  0.019
5 H 0.1635 1.6335 1.8173  -0.945
6 C 1.4940 -0.7403 -4.8506  0.116
7 Br 1.1420 -0.8006 -6.7090  -0.012
8 Br 2.9104 0.3309 -4.4633  0.031
9 Br 1.7139 -2.5957 -4.1341  -0.053
10 H 0.7383 -0.4169 -4.2392  -0.119
11 C -2.1860 -0.2989 3.1877  -0.142
12 Br -0.3641 -0.8069 3.4539  -0.019
13 Br -3.3707 -1.7605 3.6984  -0.017
14 Br -2.4002 0.2669 1.4198  -0.004
15 H -2.2265 0.6806 3.6504  0.188
16 C 0.1005 -1.3070 -0.4062  0.804
17 Br -0.5915 -3.1305 -0.0505  -0.025
18 Br -0.8067 -0.6723 -1.9831  0.030
19 Br 1.9850 -1.2288 -0.5307  0.010
20 H -0.1307 -0.7801 0.4437  -0.822

Properties
LUMO level = -0.18 eV
Frontier orbital gap = 9.94 eV
HOMO energy = -10.118 eV
2S+1 = 1
Charge = 0

=====

# 3
Below is 2 unconnected molecules or ions with the total composition C16H17BrCl4FN4O4, with properties calculated with the ωB97M-V functional and the def2-TZVPD basis.

Each line ends with the Mulliken charge.
Element x y z (Å)
1 O 2.6618 -4.4938 2.9276  -0.383
2 C 1.9782 -4.0088 2.0097  0.594
3 F 1.9915 -4.6632 0.7298  -0.207
4 N 1.1581 -2.7731 2.2433  -0.123
5 C 2.1081 -1.6261 2.4481  -0.128
6 O 2.7055 -1.4689 3.5430  -0.393
7 N 2.3371 -0.7132 1.2693  0.366
8 C 3.3069 -1.1467 0.2061  -0.675
9 C 4.4453 -0.0659 -0.1628  -0.386
10 C 4.1299 0.4218 -1.6965  -0.607
11 Br 5.3774 -0.3783 -3.0318  -0.128
12 C 1.6735 0.4378 1.2020  0.216
13 N 1.7031 1.4941 0.1356  -0.141
14 C 0.4674 2.3864 0.2398  -0.345
15 C -0.4322 1.3435 1.1169  -0.015
16 O -1.7094 1.7686 1.5974  -0.363
17 C -2.6990 1.4624 0.5695  0.165
18 O -3.3557 2.3800 0.0174  -0.341
19 C -2.9913 -0.0561 0.0821  0.545
20 C -2.2269 -0.5911 -1.1986  -0.106
21 C -2.3813 -2.0479 -1.7479  -0.546
22 C -3.3451 -3.0157 -0.9976  -0.408
23 C -4.1210 -2.4744 0.2414  -0.361
24 C -3.9799 -1.0192 0.8024  -0.446
25 N 0.6525 1.0058 2.1361  -0.412
26 H 0.7412 -2.5923 1.2979  0.312
27 H 2.6909 -1.5102 -0.7089  0.379
28 H 3.8177 -2.1075 0.6096  0.397
29 H 4.4684 0.8255 0.5537  0.313
30 H 5.4386 -0.6320 -0.2282  0.399
31 H 4.1800 1.5771 -1.7202  0.361
32 H 3.0720 0.1473 -2.0388  0.251
33 H 1.4219 0.9212 -0.6884  0.259
34 H 0.0446 2.7557 -0.7526  0.352
35 H 0.7598 3.1963 1.0178  0.291
36 H -0.3687 0.4048 0.4369  0.209
37 H -1.4783 0.0825 -1.7695  0.361
38 H -1.7756 -2.4020 -2.6664  0.338
39 H -3.4843 -4.1023 -1.3270  0.367
40 H -4.8375 -3.1801 0.8124  0.318
41 H -4.5493 -0.6103 1.7035  0.368
42 H 0.1595 0.2754 2.6988  0.398
43 C -3.9520 4.9591 -2.3827  0.316
44 Cl -2.3714 4.2488 -1.9811  -0.087
45 Cl -4.9254 3.7692 -3.2733  -0.099
46 Cl -4.7939 5.4129 -0.8861  -0.088
47 Cl -3.7129 6.4027 -3.3897  -0.088

Properties
LUMO level = -4.45 eV
Frontier orbital gap = 7.69 eV
HOMO energy = -12.136 eV
2S+1 = 1
Charge = +1

=====

# 4
Below is a molecular structure, C16H10ClF5Tb, with properties calculated with the ωB97M-V functional and the def2-TZVPD basis.

Each line ends with the Mulliken charge.
Element x y z (Å)
1 C 2.0298 -2.1407 1.5489  -0.498
2 C 2.1091 -2.3281 0.1215  -0.401
3 C 0.7562 -2.4869 -0.3704  -0.510
4 H 3.0335 -2.3690 -0.4810  0.351
5 C -0.1265 -2.3956 0.7601  -0.434
6 C 0.6542 -2.1713 1.9206  -0.298
7 H 0.2808 -2.0812 2.9497  0.564
8 H 2.8909 -2.0299 2.2309  0.374
9 H 0.4726 -2.6681 -1.4114  0.393
10 H -1.2141 -2.4911 0.7173  0.419
11 Tb 0.9324 -0.1511 0.6460  1.148
12 Cl 2.9865 1.0562 1.3727  -0.545
13 C 1.2567 2.4462 -3.5748  -0.598
14 C 0.0226 1.8026 -3.9148  -0.565
15 C 0.3333 0.5714 -4.5803  -0.540
16 H -0.9807 2.1929 -3.7270  0.392
17 C 1.7610 0.4536 -4.6494  -0.517
18 C 2.3311 1.6138 -4.0283  -0.536
19 H 3.3980 1.8305 -3.9365  0.362
20 H 1.3610 3.4150 -3.0813  0.389
21 H -0.3889 -0.1436 -4.9844  0.370
22 H 2.3157 -0.3682 -5.1104  0.376
23 F -0.3312 -0.4148 4.5120  -0.339
24 C -1.2066 0.1720 3.6387  0.309
25 C -0.8916 0.2806 2.2923  -0.662
26 C -1.8855 0.7750 1.4582  0.730
27 F -1.5705 0.8555 0.0753  -0.305
28 C -3.1526 1.1772 1.9063  -0.221
29 F -4.0885 1.6335 1.0431  -0.296
30 C -3.4146 1.1150 3.2794  0.611
31 F -4.5857 1.5892 3.7691  -0.306
32 C -2.4316 0.6217 4.1367  0.088
33 F -2.6570 0.6375 5.4708  -0.304

Properties
LUMO level (alpha / beta) = 2.14 / 2.17 eV
Frontier orbital gap (alpha / beta) = 5.13 / 5.17 eV
HOMO energy (alpha / beta) = -2.994 / -2.995 eV
2S+1 = 7
Expectation value of S² = 12.70
Charge = -1

=====

# 5
Below is a molecular structure, C24H35Cl2N10OsS, with properties calculated with the ωB97M-V functional and the def2-TZVPD basis.

Each line ends with the Mulliken charge.
Element x y z (Å)
1 Os 2.6096 -15.9887 -13.2234  0.624
2 C 1.1296 -16.9901 -15.0896  -1.230
3 N 1.3941 -15.8733 -16.0279  0.061
4 C 0.2401 -15.0072 -16.3973  -1.226
5 C 2.6328 -15.2885 -15.9907  0.372
6 N 3.4535 -15.6265 -14.9846  0.193
7 C 4.8022 -15.1875 -14.8909  -0.841
8 C 5.7673 -15.2084 -15.9061  -0.477
9 C 6.9926 -14.5867 -15.6771  -0.841
10 C 7.3341 -14.1194 -14.4187  -0.721
11 C 6.4023 -14.1695 -13.3609  -0.488
12 C 5.1699 -14.7845 -13.6129  1.081
13 N 4.1962 -15.0053 -12.6247  0.601
14 C 4.5171 -14.5568 -11.3099  -0.609
15 N 3.9653 -13.4099 -10.8782  0.371
16 C 3.6720 -13.1860 -9.4400  -1.328
17 C 3.4639 -12.4554 -11.8180  -0.956
18 N 5.3886 -15.2536 -10.5824  0.205
19 C 5.8709 -16.6047 -10.9286  -0.744
20 C 6.1990 -14.5650 -9.5160  -1.276
21 N 2.9063 -14.4006 -16.9616  0.213
22 C 3.7607 -13.2265 -16.8187  -1.015
23 C 2.2984 -14.5138 -18.3143  -1.063
24 H 0.1441 -17.3538 -15.3016  0.577
25 H 0.8637 -16.6210 -14.0510  0.460
26 H 1.9283 -17.7340 -15.1451  0.390
27 H -0.5006 -15.0764 -15.5586  0.391
28 H -0.2380 -15.3365 -17.3379  0.316
29 H 0.6187 -14.0094 -16.5263  0.506
30 H 5.5323 -15.5168 -16.9062  0.661
31 H 7.7460 -14.5637 -16.4664  0.466
32 H 8.3071 -13.6683 -14.2030  0.477
33 H 6.6826 -13.8227 -12.3510  0.360
34 H 3.6801 -14.1086 -8.8934  0.416
35 H 2.6848 -12.7694 -9.4187  0.471
36 H 4.3725 -12.4285 -8.9866  0.360
37 H 3.9473 -12.4653 -12.7926  0.230
38 H 3.6650 -11.4405 -11.4426  0.442
39 H 2.4118 -12.5510 -11.9839  0.347
40 H 4.9980 -17.2440 -10.8616  0.222
41 H 6.6208 -16.9054 -10.2366  0.437
42 H 6.2267 -16.5667 -11.9525  0.278
43 H 6.1810 -13.4944 -9.5578  0.469
44 H 7.1944 -14.9256 -9.5554  0.493
45 H 5.9047 -14.8185 -8.4753  0.403
46 H 4.1193 -13.0742 -15.7934  0.239
47 H 3.1168 -12.3799 -16.9654  0.440
48 H 4.6004 -13.1520 -17.5040  0.370
49 H 2.0923 -15.5776 -18.5437  0.360
50 H 3.0254 -14.1319 -19.0245  0.403
51 H 1.4130 -13.8957 -18.4439  0.359
52 Cl 2.0904 -18.6885 -11.1291  -0.055
53 C 3.2977 -19.9328 -11.5911  0.413
54 C 3.2369 -21.0799 -10.8818  -0.610
55 C 4.1879 -22.1225 -11.1675  -0.532
56 C 5.2111 -21.8869 -12.1102  -0.602
57 C 5.1821 -20.7317 -12.8454  0.412
58 Cl 6.4161 -20.4688 -14.0228  -0.053
59 C 4.1991 -19.7173 -12.6800  0.246
60 S 4.1733 -18.3457 -13.6528  -0.209
61 H 2.4126 -21.1837 -10.1485  0.441
62 H 4.2041 -23.0616 -10.5939  0.395
63 H 5.8965 -22.6792 -12.2970  0.497
64 N -1.6077 -14.0234 -8.4151  -0.347
65 C -1.0147 -15.0054 -9.0814  0.698
66 N -1.6475 -16.1913 -9.1454  -0.317
67 N 0.1709 -14.7398 -9.6514  -0.481
68 C 0.7398 -15.3188 -10.6309  0.455
69 N 1.4828 -15.6116 -11.5048  -0.424
70 H -2.4401 -14.1495 -7.8815  0.203
71 H -1.1364 -13.1466 -8.2957  0.231
72 H -2.5417 -16.3539 -8.7187  0.225
73 H -1.2267 -16.9336 -9.6921  0.165

Properties
LUMO level (alpha / beta) = -7.45 / -11.83 eV
Frontier orbital gap (alpha / beta) = 7.81 / 3.44 eV
HOMO energy (alpha / beta) = -15.261 / -15.269 eV
2S+1 = 5
Expectation value of S² = 6.04
Charge = +3